Entry 1:
Entry from the Open Molecules 2025 dataset: a molecular structure, C32H26F3IrN6O2PS in a non-equilibrium geometry (wB97M-V/def2-TZVPD).

The geometry in ORCA input format:
```
! wB97M-V def2-TZVPD RIJCOSX def2/J DEFGRID3
* xyz 1 1
Ir -0.039 -0.050 0.436
N 0.667 2.512 -3.259
C 0.348 1.557 -2.372
S -0.201 2.100 -0.815
N 0.413 0.315 -2.735
N 0.201 -0.610 -1.797
C 0.010 -1.834 -2.171
C -0.034 -2.247 -3.596
C -1.145 -2.923 -4.099
C -1.197 -3.285 -5.435
C -0.141 -2.982 -6.280
C 0.970 -2.312 -5.786
C 1.021 -1.938 -4.454
C -0.189 -2.820 -1.109
C -0.269 -4.184 -1.373
C -0.542 -5.061 -0.337
C -0.683 -4.563 0.947
C -0.517 -3.202 1.145
N -0.285 -2.355 0.144
H 0.452 3.467 -3.035
H 0.855 2.265 -4.216
H -1.984 -3.130 -3.446
H -2.069 -3.797 -5.819
H -0.183 -3.265 -7.323
H 1.794 -2.073 -6.446
H 1.877 -1.409 -4.066
H -0.118 -4.545 -2.378
H -0.646 -6.119 -0.533
H -0.910 -5.213 1.779
H -0.573 -2.766 2.133
N 2.627 1.273 1.633
P 2.318 -0.182 0.820
C 3.413 -1.350 1.679
C 2.914 -2.401 2.440
C 3.794 -3.261 3.081
C 5.162 -3.075 2.957
C 5.659 -2.012 2.211
C 4.790 -1.149 1.569
C 3.168 -0.006 -0.774
C 3.439 -1.183 -1.475
C 4.054 -1.126 -2.712
C 4.411 0.105 -3.250
C 4.138 1.275 -2.558
C 3.504 1.223 -1.324
C 1.637 2.048 2.204
C 1.953 3.156 2.993
C 0.925 3.924 3.498
C -0.391 3.582 3.204
C -0.618 2.472 2.422
N 0.377 1.718 1.944
H 3.566 1.446 1.957
H 1.843 -2.539 2.533
H 3.411 -4.075 3.681
H 5.847 -3.757 3.444
H 6.726 -1.858 2.121
H 5.177 -0.332 0.972
H 3.183 -2.138 -1.027
H 4.268 -2.040 -3.250
H 4.902 0.147 -4.214
H 4.425 2.233 -2.969
H 3.266 2.139 -0.796
H 2.989 3.400 3.184
H 1.150 4.787 4.110
H -1.220 4.164 3.577
H -1.621 2.169 2.149
F -3.225 -1.530 3.882
C -3.483 -0.837 2.772
F -4.102 0.299 3.118
F -4.319 -1.559 2.016
C -2.186 -0.521 1.991
O -2.323 -0.033 0.843
O -1.095 -0.769 2.534
*
```

Summary:
**LUMO (spin up / spin down)**: -3.725 / -3.560 eV
**HOMO (spin up / spin down)**: -10.591 / -10.495 eV
**ΔE to the lowest compared entry with this formula, charge and spin**: 73.63 kcal/mol

***

Entry 2:
Entry from the Open Molecules 2025 dataset: 5 unconnected molecules or ions with the total composition C32H26F5INO12P in a non-equilibrium geometry (wB97M-V/def2-TZVPD).

The geometry in ORCA input format:
```
! wB97M-V def2-TZVPD RIJCOSX def2/J DEFGRID3
* xyz 0 1
C -3.253 3.337 0.182
C -3.960 3.253 1.552
C -3.063 3.209 2.826
I -2.959 1.177 3.602
C -1.673 3.925 2.745
P -0.037 2.950 2.570
N -0.237 1.641 1.524
O 0.264 2.272 4.062
O -1.520 4.371 4.140
C -1.115 5.643 4.295
O -0.606 6.115 5.188
O -1.454 6.319 3.131
C -1.695 5.362 2.116
C -0.781 5.697 0.920
F -0.575 4.681 0.080
F -1.424 6.651 0.201
C 0.611 6.323 1.278
F 1.172 5.820 2.355
F 0.551 7.622 1.431
F 1.439 6.090 0.267
H -3.088 4.401 -0.050
H -3.916 2.965 -0.606
H -2.268 2.865 0.129
H -4.553 2.329 1.550
H -4.703 4.058 1.658
H -3.611 3.748 3.606
H -1.190 1.441 1.247
H 0.402 1.655 0.742
H 0.958 2.799 4.483
H -2.729 5.599 1.823
O -0.467 0.278 -0.773
C -0.040 -0.770 -1.219
C -0.645 -2.068 -0.840
C -0.176 -3.214 -1.326
C 0.969 -3.236 -2.268
O 1.397 -4.284 -2.714
C 1.574 -1.937 -2.648
C 1.103 -0.794 -2.159
H -1.480 -2.029 -0.152
H -0.604 -4.173 -1.062
H 2.405 -1.977 -3.330
H 1.528 0.165 -2.422
O -2.074 -5.730 -1.089
C -1.646 -6.777 -1.536
C -2.250 -8.077 -1.157
C -1.780 -9.222 -1.643
C -0.633 -9.248 -2.585
O -0.208 -10.294 -3.028
C -0.031 -7.947 -2.963
C -0.501 -6.800 -2.477
H -3.085 -8.038 -0.469
H -2.206 -10.182 -1.378
H 0.805 -7.984 -3.650
H -0.073 -5.841 -2.742
O 0.161 -1.351 3.584
C 1.028 -1.386 4.429
C 2.075 -2.438 4.416
C 3.025 -2.477 5.346
C 3.080 -1.471 6.435
O 3.948 -1.508 7.282
C 2.033 -0.422 6.449
C 1.082 -0.381 5.518
H 2.020 -3.163 3.613
H 3.797 -3.237 5.354
H 2.089 0.303 7.251
H 0.310 0.378 5.509
O 1.708 -1.032 -5.100
C 2.014 -0.060 -5.764
C 1.633 1.311 -5.346
C 1.967 2.372 -6.075
C 2.735 2.230 -7.337
O 3.040 3.197 -8.000
C 3.114 0.858 -7.755
C 2.780 -0.203 -7.025
H 1.074 1.397 -4.423
H 1.698 3.381 -5.787
H 3.673 0.773 -8.678
H 3.048 -1.211 -7.313
*
```

Summary:
**LUMO**: -1.924 eV
**HOMO**: -8.626 eV

***

Entry 3:
Entry from the Open Molecules 2025 dataset: a molecular structure, C32H27CdClN11O3P in a non-equilibrium geometry (wB97M-V/def2-TZVPD).

The geometry in ORCA input format:
```
! wB97M-V def2-TZVPD RIJCOSX def2/J DEFGRID3
* xyz 0 1
Cd -0.728 0.735 0.599
Cl -0.650 -3.176 1.706
C -1.774 -3.398 0.373
C -2.941 -4.114 0.603
C -3.847 -4.206 -0.468
C -3.711 -3.474 -1.610
C -2.596 -2.653 -1.773
C -1.579 -2.668 -0.773
P -0.092 -1.620 -0.756
C 0.192 -1.377 -2.594
C -0.070 -2.347 -3.578
C 0.148 -1.985 -4.929
C 0.756 -0.744 -5.228
C 1.100 0.169 -4.236
C 0.880 -0.165 -2.910
C 1.351 -2.582 -0.434
C 2.600 -1.904 -0.349
C 3.751 -2.648 -0.378
C 3.773 -4.024 -0.459
C 2.534 -4.716 -0.382
C 1.322 -4.015 -0.380
H -3.151 -4.624 1.507
H -4.632 -4.967 -0.393
H -4.423 -3.584 -2.390
H -2.507 -2.072 -2.716
H -0.475 -3.345 -3.389
H -0.085 -2.742 -5.688
H 1.002 -0.495 -6.283
H 1.605 1.107 -4.525
H 1.281 0.449 -2.094
H 2.655 -0.832 -0.113
H 4.763 -2.138 -0.389
H 4.713 -4.587 -0.380
H 2.569 -5.800 -0.440
H 0.353 -4.521 -0.370
N 2.424 -0.025 2.821
C 2.661 0.858 1.838
N 3.935 1.061 1.513
C 4.205 2.001 0.632
N 5.515 2.181 0.351
N 3.267 2.758 0.004
C 1.990 2.344 0.255
N 1.580 1.469 1.204
C 1.065 2.877 -0.726
C 1.482 3.684 -1.822
C 0.584 4.286 -2.708
C -0.780 4.104 -2.475
C -1.144 3.221 -1.432
N -0.243 2.535 -0.727
H 3.194 -0.602 3.224
H 1.464 -0.239 3.135
H 6.231 1.819 0.966
H 5.818 2.929 -0.227
H 2.550 3.874 -2.002
H 1.010 4.730 -3.656
H -1.530 4.518 -3.117
H -2.185 3.098 -1.203
O -3.080 0.079 0.935
N -3.460 0.428 -0.223
O -2.645 0.510 -1.167
C -2.368 4.565 3.117
C -2.576 3.235 2.399
N -3.712 2.551 2.615
O -1.748 2.815 1.543
H -2.595 5.423 2.451
H -1.329 4.692 3.380
H -3.007 4.580 4.041
H -4.171 2.630 3.552
H -3.817 1.654 2.139
N -0.720 -0.136 2.707
C -1.259 0.141 3.708
C -1.800 0.306 5.007
C -2.374 1.511 5.268
N -2.872 2.586 5.334
C -1.783 -0.634 6.016
N -1.865 -1.356 6.950
*
```

Summary:
**LUMO**: -1.110 eV
**HOMO**: -7.656 eV
**ΔE to the lowest compared entry with this formula, charge and spin**: 0.00 kcal/mol

***

Entry 4:
Entry from the Open Molecules 2025 dataset: a molecular structure, C32H27ClMgN3O4Te (wB97M-V/def2-TZVPD).

The geometry in ORCA input format:
```
! wB97M-V def2-TZVPD RIJCOSX def2/J DEFGRID3
* xyz -1 1
Mg -0.575 -1.193 0.524
Cl 5.883 2.360 -0.067
C 4.500 1.298 -0.051
C 4.700 -0.090 0.007
C 3.634 -0.946 0.019
C 2.287 -0.469 -0.015
O 1.309 -1.285 -0.001
C 2.121 0.949 -0.076
C 0.810 1.530 -0.152
O -0.265 0.942 -0.107
C 3.234 1.809 -0.097
H 5.711 -0.476 0.040
H 3.781 -2.018 0.059
H 0.801 2.631 -0.268
H 3.077 2.880 -0.150
C -5.385 2.131 12.494
O -6.355 2.129 11.473
C -5.934 1.828 10.206
C -4.608 1.598 9.856
C -4.282 1.302 8.541
C -5.271 1.231 7.560
C -6.598 1.472 7.926
C -6.928 1.764 9.233
N -5.043 0.940 6.202
N -3.851 0.642 5.928
C -3.563 0.350 4.612
C -4.498 0.353 3.571
C -4.163 0.050 2.269
C -2.839 -0.282 1.908
O -2.482 -0.574 0.727
C -1.858 -0.282 2.980
N -0.598 -0.600 2.616
C 0.345 -0.657 3.527
C 0.096 -0.382 4.879
C -1.174 -0.045 5.270
C -2.208 0.017 4.312
H -5.917 2.337 13.419
H -4.632 2.909 12.332
H -4.886 1.161 12.572
H -3.820 1.649 10.595
H -3.255 1.122 8.262
H -7.359 1.419 7.159
H -7.953 1.948 9.527
H -5.522 0.599 3.816
H -4.914 0.047 1.490
H 1.336 -0.935 3.186
H 0.904 -0.446 5.594
H -1.406 0.170 6.304
C 2.561 -7.893 -2.437
C 1.684 -6.937 -1.673
C 2.195 -6.120 -0.676
C 1.389 -5.238 0.039
C 2.033 -4.387 1.098
C 0.014 -5.155 -0.238
Te -1.252 -3.891 0.940
C -0.508 -5.965 -1.256
C -1.960 -5.955 -1.657
C 0.329 -6.837 -1.948
H 3.597 -7.826 -2.101
H 2.540 -7.681 -3.508
H 2.233 -8.926 -2.303
H 3.255 -6.168 -0.443
H 3.108 -4.577 1.141
H 1.595 -4.591 2.077
H 1.863 -3.327 0.900
H -2.478 -5.085 -1.264
H -2.467 -6.846 -1.276
H -2.055 -5.962 -2.745
H -0.099 -7.454 -2.734
*
```

Summary:
**LUMO**: 1.933 eV
**HOMO**: -4.067 eV
**ΔE to the lowest compared entry with this formula, charge and spin**: 4.17 kcal/mol

***

What is the formula in the fourth record?
C32H27ClMgN3O4Te